Below is a molecular structure, C4H5LiO2Rh in a non-equilibrium geometry, with properties calculated with ωB97M-V with the def2-TZVPD basis set.

Geometry as ORCA input:
```
! wB97M-V def2-TZVPD RIJCOSX def2/J DEFGRID3
* xyz 2 6
C -1.277 -0.760 -0.809
C -0.601 -0.970 0.499
C 0.827 -0.572 0.329
C 1.219 0.733 0.324
O 2.433 1.149 0.143
O -2.179 0.073 -0.982
Li -3.167 1.374 -0.188
Rh 3.452 2.597 0.033
H -0.811 -1.220 -1.702
H -1.120 -0.444 1.310
H 1.564 -1.350 0.118
H 0.453 1.504 0.523
H -0.792 -2.113 0.403
*
```

Its HOMO-LUMO gap (spin up / spin down) is 6.612 / 7.530 eV. The total energy is -423.10860 Eh. Its relative energy (zero: lowest compared OMol25 entry of this formula, charge and spin) is 0.000 eV. The calculation puts the lowest unoccupied orbital energy (spin up / spin down) at -7.80 / -11.07 eV. As for the expectation value of S²: 8.78. The calculation puts the largest force on an atom at 7.08 eV Å⁻¹.

Atomic charges from the Mulliken analysis, expressed in e, are listed below: atom 1 (C): 0.1336, atom 2 (C): -0.4740, atom 3 (C): -0.3261, atom 4 (C): 0.1165, atom 5 (O): -0.3642, atom 6 (O): -0.5809, atom 7 (Li): 0.9424, atom 8 (Rh): 0.7501, atom 9 (H): 0.4441, atom 10 (H): 0.3672, atom 11 (H): 0.3749, atom 12 (H): 0.3145, atom 13 (H): 0.3021